Record 1
C17H37BFIN5O7 as an isolated structure, computed with ωB97M-V/def2-TZVPD.

Structure (XYZ):
```
69
C17H37BFIN5O7 (ωB97M-V/def2-TZVPD)
C 0.874 -0.615 0.214
B 0.254 -0.368 -1.275
O 0.453 -1.262 -2.393
C -0.685 0.978 -1.447
C 0.256 2.209 -1.853
O 1.449 2.394 -1.434
O -0.260 3.126 -2.774
N -1.571 1.208 -0.256
I -1.197 2.984 0.719
C -3.016 1.162 -0.604
C -3.498 -0.328 -1.030
F -2.925 -1.266 -0.078
H 0.919 0.399 0.764
H 0.238 -1.341 0.846
H 1.951 -0.983 0.128
H 0.918 -2.081 -2.076
H -1.343 0.754 -2.373
H -3.358 1.938 -1.369
H -3.589 1.380 0.377
H -3.175 -0.574 -2.105
H -4.643 -0.437 -0.980
C -1.707 3.798 4.860
O -1.880 3.182 3.829
N -0.575 3.754 5.623
C -0.438 4.518 6.844
C 0.525 2.911 5.193
H -2.481 4.466 5.272
H 0.415 5.195 6.748
H -0.266 3.832 7.678
H -1.338 5.103 7.043
H 0.857 3.232 4.203
H 0.180 1.877 5.127
H 1.355 2.977 5.898
C 0.868 -3.974 -0.127
O 1.331 -3.338 -1.057
N 0.481 -5.278 -0.179
C -0.062 -5.967 0.973
C 0.618 -6.000 -1.429
H 0.722 -3.519 0.865
H 0.575 -6.823 1.210
H -1.070 -6.317 0.737
H -0.107 -5.305 1.839
H 1.669 -5.998 -1.730
H 0.032 -5.494 -2.201
H 0.270 -7.027 -1.318
C -3.960 3.205 -4.782
O -4.552 2.981 -3.744
N -3.459 4.414 -5.157
C -2.763 4.604 -6.412
C -3.628 5.547 -4.270
H -3.776 2.412 -5.525
H -1.749 4.957 -6.206
H -3.296 5.352 -7.007
H -2.709 3.671 -6.974
H -3.155 5.323 -3.310
H -4.696 5.716 -4.104
H -3.178 6.442 -4.701
C 4.709 -4.994 1.686
O 4.142 -5.226 2.739
N 5.194 -3.781 1.301
C 5.858 -3.584 0.029
C 5.040 -2.649 2.195
H 4.877 -5.784 0.936
H 6.875 -3.226 0.209
H 5.307 -2.839 -0.550
H 5.903 -4.516 -0.537
H 5.537 -2.871 3.143
H 3.977 -2.486 2.387
H 5.475 -1.751 1.754
```

Computed properties:
E (eV): -51506.785
Charge: -1
Maximum force (eV/A): 6.1
Lowest unoccupied orbital energy (eV): 2.3
Highest occupied orbital energy (eV): -3.53
Orbital gap (eV): 5.8



Record 2
C5H6LiO4Ru as an isolated structure, computed with ωB97M-V/def2-TZVPD.

Structure (XYZ):
```
17
C5H6LiO4Ru (ωB97M-V/def2-TZVPD)
O 3.445 -1.139 -0.232
C 2.560 -0.540 0.432
O 2.787 -0.018 1.553
O 1.347 -0.474 -0.121
C 0.092 -0.387 0.580
Li 4.620 -0.662 1.254
H 0.491 -0.637 1.586
H -0.705 -0.093 1.285
C -1.215 -0.960 -0.576
C -0.961 0.426 -0.957
H -1.573 -1.760 0.086
H -1.064 -1.585 -1.471
Ru -3.977 0.735 -0.571
O -2.684 2.011 -0.436
C -1.370 1.714 -0.591
H -1.071 1.227 -2.018
H -0.724 2.142 0.197
```

Computed properties:
E (eV): -16238.101
Charge: +1
Maximum force (eV/A): 6.9
Lowest unoccupied orbital energy (alpha / beta) (eV): -5.5 / -6.0
Highest occupied orbital energy (alpha / beta) (eV): -10.65 / -13.09
Multiplicity: 7
Orbital gap (alpha / beta) (eV): 5.2 / 7.1



Record 3
C24H36N2PmSi as an isolated structure, computed with ωB97M-V/def2-TZVPD.

Structure (XYZ):
```
64
C24H36N2PmSi (ωB97M-V/def2-TZVPD)
C 1.912 -2.933 -1.120
C 0.968 -2.062 -1.729
C 1.628 -0.823 -2.034
H -0.082 -2.296 -1.943
C 2.995 -0.942 -1.612
C 3.168 -2.243 -1.051
H 4.112 -2.645 -0.657
H 1.707 -3.970 -0.800
H 1.169 0.037 -2.520
H 3.749 -0.161 -1.692
Pm 1.562 -0.923 0.552
C 1.825 1.489 1.221
H 2.797 1.851 1.605
H 1.042 1.797 1.933
H 1.661 1.949 0.224
Si -1.194 1.784 -0.674
C -3.036 1.557 -1.005
C -3.465 0.976 -2.216
H -2.713 0.606 -2.914
C -4.815 0.942 -2.561
H -5.135 0.520 -3.516
C -5.770 1.490 -1.689
H -6.828 1.462 -1.947
C -5.359 2.101 -0.496
H -6.098 2.587 0.152
C -4.000 2.129 -0.157
H -3.673 2.651 0.753
C -0.695 3.391 -1.492
C -1.509 4.023 -2.447
H -2.565 3.741 -2.546
C -0.985 4.997 -3.296
H -1.613 5.443 -4.077
C 0.344 5.408 -3.146
H 0.768 6.153 -3.822
C 1.128 4.879 -2.118
H 2.153 5.232 -1.952
C 0.602 3.897 -1.285
H 1.213 3.515 -0.470
H -0.544 0.816 -1.575
H -0.672 1.654 0.762
C 3.606 -1.787 2.810
N 2.555 -2.610 2.163
C 3.148 -3.908 1.771
C 1.430 -2.886 3.126
C 0.117 -3.213 2.375
N -0.387 -2.019 1.648
C -1.467 -2.392 0.720
C -0.840 -0.955 2.566
H 3.946 -2.282 3.749
H 3.220 -0.780 3.066
H 4.469 -1.670 2.128
H 3.489 -4.439 2.681
H 2.403 -4.514 1.251
H 3.991 -3.745 1.090
H 1.710 -3.776 3.729
H 1.315 -2.028 3.818
H 0.261 -4.042 1.653
H -0.642 -3.518 3.124
H -2.352 -2.704 1.307
H -1.714 -1.538 0.064
H -1.128 -3.238 0.107
H -1.764 -1.278 3.082
H -0.083 -0.727 3.329
H -1.038 -0.028 2.000
```

Computed properties:
E (eV): -52877.865
Charge: +1
Maximum force (eV/A): 1.6
Lowest unoccupied orbital energy (alpha / beta) (eV): -2.6 / -2.4
Highest occupied orbital energy (alpha / beta) (eV): -10.72 / -10.74
Multiplicity: 5
Orbital gap (alpha / beta) (eV): 8.1 / 8.4